This record from the OMol25 dataset describes a 34-piece molecular cluster, H68O34 overall in a non-equilibrium geometry. The level of theory is wB97M-V/def2-TZVPD.

**Energy relative to the best compared isomer or geometry (same formula, charge and spin)**: 92.6 kcal/mol
**HOMO**: -9.665 eV
**Kohn-Sham gap**: 8.76 eV
**Max |F|**: 1.3 eV/A
**Lowest unoccupied orbital energy**: -0.033 Ha

The geometry in ORCA input format:
```
! wB97M-V def2-TZVPD RIJCOSX def2/J DEFGRID3
* xyz 0 1
O 2.0951 2.3891 2.7277
H 1.9174 2.7150 3.6100
H 2.6872 3.0377 2.3470
O 2.1759 -3.6787 -2.8440
H 1.5377 -4.2705 -2.4457
H 2.1130 -2.8752 -2.3277
O 2.6034 -1.4501 -0.8190
H 3.3619 -1.1514 -0.3173
H 2.3221 -0.6787 -1.3109
O -3.2919 3.6193 -3.6543
H -2.5348 3.2828 -3.1749
H -2.9546 4.3748 -4.1357
O -0.4237 -0.2181 -0.3255
H -0.2771 0.2014 0.5223
H 0.2216 -0.9242 -0.3587
O 1.5326 -3.1673 1.0923
H 1.3039 -3.9460 0.5848
H 1.8603 -2.5452 0.4428
O 0.9185 -3.3484 -5.3962
H 0.5702 -2.4726 -5.5635
H 1.3412 -3.2790 -4.5402
O 3.0818 3.5524 -0.7048
H 3.3329 3.0116 -1.4536
H 3.7712 3.4019 -0.0581
O 3.4427 -0.8253 3.8937
H 3.4290 -0.2666 3.1166
H 4.3727 -0.9484 4.0843
O -2.9204 -2.4299 0.7022
H -2.4421 -2.2223 1.5049
H -2.5002 -3.2236 0.3709
O -0.9930 3.7109 4.6524
H -1.6261 4.2203 5.1583
H -1.4740 2.9277 4.3849
O -1.0164 -0.2649 -3.4400
H -1.2400 -0.9333 -4.0877
H -0.7629 0.4977 -3.9600
O 0.0993 0.8699 2.1734
H -0.4385 0.6431 2.9320
H 0.7314 1.5058 2.5087
O 1.1091 -2.0780 3.6213
H 2.0233 -1.8421 3.7789
H 1.1273 -2.5773 2.8049
O 4.8309 -1.0579 -3.1274
H 4.1281 -1.5480 -2.7007
H 4.4681 -0.8094 -3.9777
O -5.3483 0.8812 -1.5578
H -4.6974 0.2137 -1.7744
H -5.9618 0.8654 -2.2924
O -5.3600 -2.7470 -1.0037
H -4.6675 -2.2096 -0.6192
H -5.3077 -2.5700 -1.9430
O -1.4000 5.3141 -1.0639
H -0.6192 4.7632 -1.1187
H -1.6396 5.2993 -0.1373
O -1.4828 -4.8043 0.4293
H -1.6713 -4.8147 1.3677
H -1.9196 -5.5847 0.0881
O -0.7873 0.6930 5.3308
H 0.0298 0.4533 5.7679
H -1.1565 -0.1403 5.0383
O 4.4999 -4.2378 2.0032
H 4.0240 -5.0600 1.8860
H 3.8603 -3.5580 1.7914
O 0.6990 -4.9327 -0.9073
H -0.1477 -4.6140 -0.5946
H 0.8037 -5.7868 -0.4880
O 0.4765 3.2321 0.0087
H 1.4135 3.4278 0.0076
H 0.3409 2.7121 0.8008
O 1.6228 0.7860 -2.0680
H 0.6930 0.5587 -2.0636
H 1.6372 1.7394 -1.9842
O -4.1716 2.9677 -0.3594
H -3.3735 2.9743 -0.8878
H -4.7322 2.3154 -0.7795
O -2.0903 4.2247 1.6801
H -2.7494 4.8590 1.9622
H -2.2604 3.4485 2.2138
O 4.8343 -0.3972 0.3035
H 5.0104 0.5389 0.3984
H 5.5361 -0.8243 0.7947
O -3.0846 -0.8856 -1.6000
H -2.9156 -1.0097 -0.6661
H -2.2317 -0.6580 -1.9701
O -3.5859 2.3864 3.7150
H -3.7851 1.6226 3.1736
H -4.3824 2.9164 3.6845
O 2.9358 0.1353 -4.6876
H 2.3248 0.6495 -4.1598
H 3.5414 0.7813 -5.0512
O 4.3668 1.4634 -2.1995
H 3.6169 1.0670 -2.6431
H 4.9355 0.7246 -1.9828
O -4.0463 0.5272 1.5948
H -3.3433 -0.0902 1.7967
H -3.7263 1.0157 0.8364
O -1.5414 -1.6854 2.7660
H -0.5940 -1.6089 2.8787
H -1.8928 -1.6483 3.6556
O -1.5398 2.1219 -2.0274
H -1.5896 1.2418 -2.4004
H -1.0143 2.0171 -1.2343
*
```